[1]
Here is 7 unconnected molecules or ions with the total composition BrH12O6 from the Open Molecules 2025 dataset. Energies are from the ωB97M-V functional and the def2-TZVPD basis.

The calculation puts the gap between HOMO and LUMO at 9.291 eV. Its multiplicity is 1. The total charge is -1. The value obtained for the relative energy (zero: lowest compared OMol25 entry of this formula, charge and spin) is 4.87 kcal/mol. The LUMO energy is 3.39 eV. For the HOMO energy, the calculation gives -5.90 eV. For the energy, the calculation gives -82526.258 eV.

```
19
Properties=species:S:1:pos:R:3:forces:R:3
Br -20.65825 -13.25888 -16.94022 -0.07 0.14 0.32
O -23.02745 -11.77413 -14.80507 0.12 -0.06 0.03
H -23.81887 -12.29553 -14.96791 0.07 0.00 -0.04
H -22.31494 -12.28320 -15.23472 -0.16 0.05 -0.07
O -20.04304 -10.38134 -14.71020 -0.12 0.06 -0.13
H -20.84010 -9.88472 -14.49401 -0.01 -0.16 0.00
H -20.36095 -11.08694 -15.29877 0.12 0.04 0.08
O -18.04237 -11.24147 -17.03531 -0.37 -0.18 -0.05
H -18.33942 -10.32997 -16.94889 -0.06 -0.09 0.13
H -18.87029 -11.77604 -16.96728 0.60 0.29 -0.18
O -21.34500 -16.26996 -15.48449 -0.07 0.19 0.11
H -21.31231 -15.32623 -15.73590 0.10 -0.32 -0.08
H -20.47983 -16.43471 -15.09666 -0.02 0.09 -0.05
O -18.14289 -13.56858 -14.22177 -0.08 0.07 0.04
H -17.94310 -12.76893 -13.72500 -0.04 0.01 -0.09
H -18.74649 -13.26292 -14.91739 0.05 -0.16 -0.02
O -19.21625 -15.39898 -19.37077 0.16 0.01 0.13
H -19.37463 -14.96240 -18.51576 -0.18 -0.02 -0.20
H -18.63943 -14.78833 -19.83942 -0.05 0.03 0.07
```
Positions in Å, forces in eV/Å.



[2]
Here is a molecular structure, C5H7N from the Open Molecules 2025 dataset. Energies are from the ωB97M-V functional and the def2-TZVPD basis.

The calculation puts the gap between HOMO and LUMO at 8.120 eV. Its multiplicity is 1. The value obtained for the relative energy (zero: lowest compared OMol25 entry of this formula, charge and spin) is 90.43 kcal/mol. The LUMO energy is -0.09 eV. For the HOMO energy, the calculation gives -8.21 eV. For the energy, the calculation gives -6784.591 eV.

```
13
Properties=species:S:1:pos:R:3:forces:R:3
C -1.65687 -0.11730 -0.30761 -0.19 -0.08 -0.05
C -0.40205 0.42721 0.31146 -0.30 -0.14 0.25
C 0.57776 -0.46582 0.89514 -0.42 0.26 0.62
C 0.76906 0.78619 -0.56210 0.22 -0.19 0.29
C 1.76046 -0.19923 -0.79173 0.96 -1.00 -0.59
N 2.60452 -1.00716 -0.79312 -0.21 0.59 -0.90
H -2.19016 0.69441 -0.80843 -0.06 -0.16 0.02
H -2.29745 -0.55729 0.46205 -0.06 0.02 -0.14
H -1.40486 -0.87587 -1.05535 -0.09 0.05 0.14
H -0.56111 1.24477 1.01709 -0.18 0.25 -0.38
H 0.52994 -1.53123 0.63629 0.29 0.61 -0.19
H 1.22758 -0.23826 1.72550 -0.24 0.36 0.10
H 1.04317 1.83958 -0.72918 0.27 -0.56 0.84
```
Positions in Å, forces in eV/Å.



[3]
Here is 6 unconnected molecules or ions with the total composition C37H79BF4N4O4 from the Open Molecules 2025 dataset. Energies are from the ωB97M-V functional and the def2-TZVPD basis.

The calculation puts the gap between HOMO and LUMO (spin up / spin down) at 7.594 / 7.591 eV. Its multiplicity is 2. The total charge is +1. The LUMO energy (spin up / spin down) is -1.77 / -1.77 eV. For the HOMO energy (spin up / spin down), the calculation gives -9.36 / -9.36 eV. For the energy, the calculation gives -65342.509 eV.

```
129
Properties=species:S:1:pos:R:3:forces:R:3
O -1.42481 -2.05376 0.33677 -0.28 -0.42 0.92
C -0.17648 -1.92445 -0.16422 3.02 0.42 -0.53
O -0.18019 -1.35144 -1.28058 0.11 0.06 -0.57
O 0.84010 -2.29301 0.47857 -0.88 -0.15 0.67
H -1.76498 -1.57989 -0.42569 -1.86 0.40 -0.25
C -1.62659 -4.28483 4.16276 -0.18 -1.09 -0.34
C -1.48639 -3.37424 2.95683 0.06 0.70 1.26
C -1.56425 -1.87536 3.42978 1.39 -0.07 -1.94
C -2.92615 -1.35530 3.15378 -2.12 0.16 -0.28
N -3.29291 0.02835 3.62112 -2.16 1.04 1.36
C -2.48446 1.20893 3.01495 -0.14 0.34 0.78
C -2.16191 2.06958 4.26328 2.04 -0.44 -0.88
C -1.82279 0.95888 5.25813 -0.88 1.13 1.31
C -3.04476 0.10539 5.13804 -0.42 -0.31 0.77
C -4.89569 0.27484 3.42413 1.60 -0.39 -0.68
H -1.71663 -5.28982 3.75046 -0.05 -0.27 0.22
H -2.55320 -4.11719 4.71175 0.00 0.18 0.16
H -0.79119 -4.34505 4.86031 0.10 0.45 0.01
H -2.31058 -3.65093 2.29938 0.16 0.48 -0.29
H -0.54949 -3.57239 2.43619 -0.12 0.23 -0.16
H -0.92521 -1.26777 2.78901 0.51 -0.21 -0.21
H -1.12650 -1.76825 4.42225 -0.67 -0.09 0.36
H -3.65444 -2.03414 3.59749 -0.29 0.17 0.32
H -3.22720 -1.30853 2.10723 0.82 -0.42 -0.35
H -3.00730 1.73288 2.21481 -0.42 -0.46 0.09
H -1.55998 0.81414 2.59357 -0.14 -0.18 0.12
H -2.86747 2.84305 4.56665 -0.62 -0.71 0.17
H -1.25084 2.65841 4.15687 0.14 0.02 -0.71
H -1.68025 1.39594 6.24644 -0.29 -0.20 0.24
H -0.91607 0.37699 5.09271 -0.06 0.30 -0.68
H -3.93157 0.47897 5.65001 0.05 0.95 -0.47
H -2.98137 -0.82682 5.69936 0.42 -0.75 -1.06
H -5.24910 1.29546 3.57086 0.86 0.17 0.96
H -5.36729 -0.44187 4.09646 -0.05 0.12 -0.31
H -5.15189 0.19977 2.36734 0.37 -0.95 -0.07
C -2.79563 -4.49694 -6.27428 -0.06 1.29 0.35
C -1.71318 -3.63564 -5.60316 0.34 -0.64 -0.35
C -1.87466 -2.17754 -5.93411 0.78 1.82 -0.22
C -1.46668 -1.19077 -4.79330 -1.31 0.75 0.42
N -2.29858 0.14108 -4.75413 0.20 1.02 0.32
C -2.11844 0.91567 -6.08693 -1.44 -0.30 0.08
C -1.92485 2.42686 -5.80765 1.30 -0.97 0.73
C -1.96701 2.58970 -4.27836 -0.86 -0.93 0.40
C -1.76205 1.18714 -3.65011 0.60 -0.81 -1.74
C -3.79282 -0.20426 -4.41324 1.87 0.42 -1.31
H -2.64612 -4.59289 -7.34971 0.51 -0.59 0.10
H -3.66824 -3.84376 -6.27784 -0.70 -0.65 0.54
H -2.91257 -5.42742 -5.71873 -0.32 -0.01 -0.52
H -0.75943 -3.96948 -6.01183 0.25 -0.01 0.42
H -1.67712 -3.74517 -4.51927 -0.18 -0.34 -0.02
H -2.85393 -1.94489 -6.35244 -0.21 -0.09 0.35
H -1.20227 -1.94149 -6.75889 0.01 0.03 -0.22
H -0.41676 -0.90787 -4.86896 -0.11 0.08 0.10
H -1.66354 -1.56478 -3.78858 0.31 -0.40 -0.03
H -2.99799 0.76254 -6.71225 -0.15 -0.26 0.18
H -1.30396 0.42589 -6.62064 0.17 0.35 0.22
H -2.54374 3.17502 -6.30295 -0.24 -0.60 -0.21
H -0.88992 2.59537 -6.10539 -0.03 0.45 -0.16
H -2.93918 2.92208 -3.91432 0.09 0.47 -0.16
H -1.17668 3.29619 -4.02471 -0.24 -0.12 0.57
H -2.25179 0.93504 -2.70952 0.12 0.32 -0.17
H -0.68995 0.99668 -3.60083 0.00 -0.33 0.26
H -4.01713 -0.88608 -5.23356 -0.66 -0.01 0.45
H -4.37130 0.71647 -4.48889 0.05 -0.15 0.17
H -3.84354 -0.64862 -3.41922 0.06 0.11 -0.15
C 5.86584 -0.84370 -0.38418 -1.39 0.22 1.04
C 5.48708 -2.24655 0.24317 1.86 0.35 -0.17
C 4.22010 -2.23298 1.12718 0.53 0.42 -0.38
C 4.60756 -1.84646 2.58864 -2.04 0.51 0.24
N 3.35455 -1.48420 3.49421 -0.67 -0.73 0.94
C 3.82415 -0.88959 4.87546 0.24 0.58 -1.17
C 2.94748 0.36491 5.10459 -1.05 -0.13 0.40
C 1.77489 0.30866 4.08496 1.68 -0.66 -0.49
C 2.47798 -0.35329 2.89354 0.21 -0.83 0.87
C 2.48444 -2.73818 3.80713 1.18 1.14 -0.72
H 5.58748 -0.11836 0.38033 -0.24 0.22 0.28
H 5.20283 -0.55425 -1.19950 0.03 -0.36 -0.18
H 6.86841 -0.47954 -0.60855 0.34 -1.18 -0.20
H 6.32789 -2.58915 0.84629 0.28 0.33 0.51
H 5.53339 -3.07603 -0.46247 -0.82 0.31 -0.49
H 3.66845 -3.15415 0.93947 0.06 -0.16 0.80
H 3.56268 -1.47715 0.69751 -0.21 0.22 0.28
H 5.15508 -0.90398 2.59670 0.15 -0.03 -0.26
H 5.15013 -2.54260 3.22824 0.07 -0.39 -0.52
H 3.81548 -1.55802 5.73641 -0.69 -0.56 -0.52
H 4.89292 -0.71169 4.75641 -0.10 0.55 -0.15
H 2.42744 0.26920 6.05774 0.66 0.32 0.39
H 3.47829 1.31541 5.05095 0.14 -0.23 0.03
H 0.98234 -0.29292 4.53002 -0.13 0.00 -0.44
H 1.39480 1.27096 3.74203 -0.03 0.04 0.33
H 1.78685 -0.77007 2.16093 0.43 -0.03 -0.52
H 3.24773 0.33080 2.53633 -0.46 0.15 -0.65
H 1.67739 -2.39430 4.45406 0.10 -0.29 -0.02
H 3.16923 -3.43620 4.28871 -0.32 -0.04 0.15
H 2.10824 -3.15400 2.87242 -0.10 0.20 -0.02
C 3.02706 1.21384 -3.07975 -0.66 0.21 0.15
C 2.75799 2.40803 -2.15678 -1.17 0.43 1.50
C 1.75175 3.40339 -2.93042 2.31 -0.38 1.98
C 1.15655 4.46128 -1.96872 -1.22 -1.41 -1.47
C 0.26537 3.68235 -1.03033 0.41 0.95 1.44
C 1.04426 2.74156 -0.10251 -0.18 -2.05 1.76
N 2.01906 1.89790 -0.86478 2.52 -2.92 -0.48
O 2.56294 0.69955 -0.37077 -2.18 4.70 -1.12
C -0.03201 1.73749 0.47158 0.77 -0.27 0.37
C 1.84115 3.47058 1.11500 -0.85 -0.16 -1.74
C 4.03439 3.21693 -1.71792 -0.90 -0.83 -0.27
H 3.85840 0.54617 -2.85354 0.25 0.56 0.03
H 3.05997 1.66518 -4.07136 0.60 -0.33 -0.24
H 2.16598 0.54559 -3.08998 -0.25 0.10 0.18
H 0.97156 2.78059 -3.36805 -0.11 0.23 -0.10
H 2.36395 3.89198 -3.68844 -0.14 -0.14 -0.29
H 0.49816 4.99248 -2.65607 0.02 0.84 0.37
H 1.81143 5.13650 -1.41800 0.26 -0.15 -0.45
H -0.59281 3.22506 -1.52279 0.34 -0.50 -0.18
H -0.20405 4.37131 -0.32814 -0.18 0.22 0.08
H 0.36704 0.98425 1.15091 0.73 0.11 0.15
H -0.44848 1.08125 -0.29261 -0.23 0.44 -0.37
H -0.81169 2.21505 1.06500 -0.10 0.52 -0.48
H 2.59576 4.12337 0.67624 0.22 -0.12 0.09
H 2.31379 2.74758 1.77981 -0.03 -0.13 -0.25
H 1.20033 4.13065 1.69961 -0.33 -0.18 -0.03
H 4.57668 2.79109 -0.87371 -0.15 -0.50 -0.14
H 3.73935 4.20917 -1.37658 0.18 0.14 -0.44
H 4.69458 3.21604 -2.58524 0.12 0.49 0.08
B -4.05953 0.95664 -0.83218 0.32 -0.50 -0.41
F -5.00019 0.93234 -1.79085 -2.24 -0.47 -1.77
F -3.32279 -0.23981 -0.92926 0.62 -0.39 0.18
F -3.29639 2.05048 -1.12813 1.79 1.38 0.27
F -4.62183 1.06693 0.40709 -0.41 0.04 1.85
```
Positions in Å, forces in eV/Å.



[4]
Here is C21H20N2O3S in the gas phase from the Open Molecules 2025 dataset. Energies are from the ωB97M-V functional and the def2-TZVPD basis.

The calculation puts the gap between HOMO and LUMO at 8.140 eV. Its multiplicity is 1. The value obtained for the relative energy (zero: lowest compared OMol25 entry of this formula, charge and spin) is 24.96 kcal/mol. The LUMO energy is 0.48 eV. For the HOMO energy, the calculation gives -7.66 eV. For the energy, the calculation gives -42059.343 eV.

```
47
Properties=species:S:1:pos:R:3:forces:R:3
O -1.90899 3.00563 -0.85835 -0.07 0.28 0.21
C -1.37970 2.40609 -1.77198 -0.22 0.38 -0.39
C -0.09399 2.96953 -2.37369 0.41 -0.12 0.34
S 1.35868 1.86162 -2.46806 0.31 0.20 -0.36
C 1.11919 0.94851 -1.01855 -0.77 0.21 0.44
N 0.07803 1.00606 -0.25946 0.49 0.17 -0.36
C 0.31568 0.11065 0.75374 1.24 -0.56 -0.32
C -0.72260 -0.11998 1.74432 -0.24 -0.13 0.35
C -1.64825 0.89572 1.98745 0.16 -0.06 -0.01
C -2.67012 0.69953 2.89680 -0.07 0.01 0.05
C -2.78685 -0.50886 3.56473 -0.06 -0.02 0.04
C -1.88587 -1.52967 3.30595 -0.02 -0.09 0.08
C -0.86017 -1.34303 2.39842 -0.04 0.13 -0.09
C 1.55688 -0.45205 0.54500 -1.17 0.33 0.58
C 2.39682 -1.37468 1.28346 0.33 -0.13 -0.05
C 2.33570 -1.44530 2.67585 0.03 0.07 -0.16
C 3.15718 -2.31886 3.36117 -0.01 -0.05 0.07
C 4.05313 -3.12357 2.67476 0.04 -0.05 0.02
C 4.13272 -3.04322 1.29427 0.08 -0.06 0.01
C 3.31397 -2.17334 0.60026 -0.12 0.05 0.03
O 2.05929 0.09005 -0.61274 0.26 0.00 -0.20
N -1.96073 1.34894 -2.37714 -0.19 -0.20 -0.05
C -1.49316 0.63425 -3.54273 0.02 -0.05 -0.20
C -1.58548 -0.88637 -3.26971 -0.03 -0.02 -0.10
O -1.54298 -1.14699 -1.89118 0.24 -0.10 -0.02
C -2.69687 -0.66766 -1.23217 -0.18 0.03 0.12
C -3.10774 0.72388 -1.75505 -0.04 -0.06 0.15
H 0.19097 3.82189 -1.75633 -0.18 -0.10 -0.10
H -0.26319 3.30638 -3.39742 0.04 -0.04 -0.01
H -1.55932 1.82411 1.44420 -0.01 0.12 -0.07
H -3.38001 1.49179 3.08330 -0.06 0.07 0.01
H -3.58388 -0.66006 4.27798 -0.06 -0.01 0.05
H -1.98638 -2.47972 3.81042 -0.02 -0.08 0.03
H -0.17572 -2.14875 2.17947 0.03 -0.07 -0.01
H 1.65459 -0.80290 3.21302 -0.04 0.05 0.05
H 3.10384 -2.36739 4.43882 0.00 0.00 0.09
H 4.69229 -3.80548 3.21563 0.05 -0.05 0.04
H 4.83622 -3.66138 0.75609 0.05 -0.05 -0.04
H 3.37279 -2.10728 -0.47579 0.01 -0.01 -0.08
H -2.12331 0.89565 -4.40465 0.08 -0.07 0.00
H -0.46553 0.90797 -3.76926 -0.16 -0.03 0.00
H -0.73137 -1.40670 -3.70603 -0.11 0.04 -0.07
H -2.50884 -1.30050 -3.70238 0.09 0.02 -0.01
H -2.43102 -0.62587 -0.17560 -0.11 0.00 -0.08
H -3.52721 -1.37806 -1.36903 0.07 0.07 0.05
H -3.90668 0.64101 -2.50028 0.01 0.03 0.06
H -3.43968 1.36210 -0.93713 -0.07 -0.08 -0.12
```
Positions in Å, forces in eV/Å.